The following is a DFT calculation (the ωB97M-V functional and the def2-TZVPD basis) of a single C3H4Br2N2S molecule in a non-equilibrium geometry.

Values from the calculation:
2S+1: 1
LUMO (spin up / spin down), hartree: -0.06901 / -0.07319
Orbital gap (spin up / spin down), eV: 7.05 / 6.86

Geometry as XYZ:
```
12
C3H4Br2N2S (the ωB97M-V functional and the def2-TZVPD basis)
C -0.219 0.138 -0.637
C -1.248 -0.819 -0.036
C 0.067 1.222 0.399
N -0.758 -1.939 0.283
N 0.428 -2.256 -0.175
S 1.228 -0.981 -0.793
Br 3.317 -0.228 0.492
Br -3.006 -0.308 0.261
H -0.266 0.601 -1.641
H -0.631 1.992 0.174
H 1.019 1.712 0.318
H 0.069 0.865 1.354
```

List of natural (NBO) charges in e, atom by atom: number 1, C, carries -0.47; number 2, C, carries 0.14; number 3, C, carries -0.61; number 4, N, carries -0.26; number 5, N, carries -0.44; number 6, S, carries 0.88; number 7, Br, carries -0.39; number 8, Br, carries 0.16; number 9, H, carries 0.28; number 10, H, carries 0.23; number 11, H, carries 0.25; number 12, H, carries 0.23

---

The following is a DFT calculation (the ωB97M-V functional and the def2-TZVPD basis) of C3H4Br2Na6O3 as an isolated structure in a non-equilibrium geometry.

Values from the calculation:
2S+1: 1
LUMO, hartree: -0.57265
Net charge: +4
Orbital gap, eV: 3.99

Geometry as XYZ:
```
18
C3H4Br2Na6O3 (the ωB97M-V functional and the def2-TZVPD basis)
Na -1.434 14.198 -10.870
Na 2.200 15.089 -10.612
Na -1.451 15.451 -7.549
Na 3.195 11.889 -10.106
Na -2.014 12.124 -8.560
Na 1.509 11.451 -7.240
C 0.936 14.015 -8.369
O 0.198 13.419 -7.520
O 2.110 13.662 -8.614
O 0.448 14.970 -9.034
Br -1.383 18.138 -8.420
C 0.244 18.544 -9.391
C 0.052 18.166 -10.851
Br -1.285 19.312 -11.640
H 1.045 18.003 -8.890
H 0.459 19.605 -9.271
H -0.286 17.123 -10.898
H 0.921 18.135 -11.510
```

List of natural (NBO) charges in e, atom by atom: number 1, Na, carries 0.99; number 2, Na, carries 0.98; number 3, Na, carries 0.93; number 4, Na, carries 0.99; number 5, Na, carries 0.99; number 6, Na, carries 0.98; number 7, C, carries 0.93; number 8, O, carries -0.96; number 9, O, carries -0.93; number 10, O, carries -0.97; number 11, Br, carries -0.01; number 12, C, carries -0.44; number 13, C, carries -0.49; number 14, Br, carries 0.13; number 15, H, carries 0.22; number 16, H, carries 0.28; number 17, H, carries 0.13; number 18, H, carries 0.24

---

The following is a DFT calculation (the ωB97M-V functional and the def2-TZVPD basis) of C3H4Br3F as an isolated structure in a non-equilibrium geometry.

Values from the calculation:
2S+1: 1
LUMO, hartree: 0.00327
Orbital gap, eV: 10.56

Geometry as XYZ:
```
11
C3H4Br3F (the ωB97M-V functional and the def2-TZVPD basis)
C 0.174 -0.493 -0.284
C -0.349 0.896 -0.257
C -0.747 -1.636 0.444
F -1.196 -0.982 1.558
Br 1.128 2.054 -0.686
Br -2.307 -2.078 -0.672
Br 0.092 -3.331 0.980
H 1.094 -0.423 0.231
H 0.376 -0.776 -1.304
H -0.968 1.078 0.681
H -0.979 1.144 -1.151
```

List of natural (NBO) charges in e, atom by atom: number 1, C, carries -0.49; number 2, C, carries -0.45; number 3, C, carries 0.23; number 4, F, carries -0.36; number 5, Br, carries 0.02; number 6, Br, carries 0.03; number 7, Br, carries 0.08; number 8, H, carries 0.23; number 9, H, carries 0.23; number 10, H, carries 0.25; number 11, H, carries 0.23

---

The following is a DFT calculation (the ωB97M-V functional and the def2-TZVPD basis) of a single C3H4BrF molecule in a non-equilibrium geometry.

Values from the calculation:
2S+1: 1
LUMO, hartree: 0.03408
Orbital gap, eV: 10.49
SMILES: FC/C=C/Br

Geometry as XYZ:
```
9
C3H4BrF (the ωB97M-V functional and the def2-TZVPD basis)
C 0.612 -0.245 -0.557
C 0.595 -1.511 -0.941
C -0.511 0.382 0.682
F -1.058 -0.729 1.232
Br 1.816 -2.137 -2.247
H 1.304 0.570 -0.717
H -0.062 -2.293 -0.705
H -1.118 0.863 0.003
H -0.101 0.917 1.485
```

List of natural (NBO) charges in e, atom by atom: number 1, C, carries -0.23; number 2, C, carries -0.29; number 3, C, carries 0.07; number 4, F, carries -0.36; number 5, Br, carries 0.03; number 6, H, carries 0.21; number 7, H, carries 0.23; number 8, H, carries 0.17; number 9, H, carries 0.17

---

One value per record, in order, for energy relative to the best compared isomer or geometry (same formula, charge and spin): 105.39 91.54 17.44 137.98 kJ/mol.
One value per record, in order, for E_tot: -5772.3298 -6462.9559 -7938.5930 -2790.5113 a.u..